No. 1
The following is a DFT calculation (ωB97M-V/def2-TZVPD) of a cluster of 2 separate species, C6H8 in total.

Output
ΔE to the lowest compared entry with this formula, charge and spin ... 313.8 kJ/mol
Electronic energy ... -6347.531 eV
Structure (SMILES) ... C1=C[C@@H]2CC2=C1.[H][H]
Orbital gap ... 9.10 eV

Geometry as ORCA input:
```
! wB97M-V def2-TZVPD RIJCOSX def2/J DEFGRID3
* xyz 0 1
C 0.35 1.65 0.50
C 0.70 0.36 -0.42
C 1.05 -0.97 0.04
C 0.04 -1.45 0.85
C -0.93 -0.42 1.04
C -0.61 0.63 0.21
H 0.75 1.75 1.51
H 0.47 2.54 -0.12
H 0.99 0.68 -1.42
H 1.88 -1.55 -0.34
H -1.61 -0.29 -2.89
H 0.04 -2.42 1.35
H -1.63 -0.37 1.86
H -1.50 -0.15 -2.17
*
```



No. 2
The following is a DFT calculation (ωB97M-V/def2-TZVPD) of an isolated molecule of C5H7NO.

Output
ΔE to the lowest compared entry with this formula, charge and spin ... 404.0 kJ/mol
Electronic energy ... -8832.016 eV
Orbital gap ... 8.04 eV

Geometry as ORCA input:
```
! wB97M-V def2-TZVPD RIJCOSX def2/J DEFGRID3
* xyz 0 1
C -1.71 0.19 0.31
C -0.44 0.28 -0.54
C 0.52 1.38 -0.11
C 1.84 1.05 -0.09
N 1.79 -0.45 -0.62
C 0.59 -0.81 -0.29
O 0.34 -1.82 0.53
H -2.30 1.10 0.16
H -1.46 0.13 1.37
H -2.35 -0.67 0.05
H -0.73 0.31 -1.61
H 0.18 2.35 0.23
H 1.16 -1.96 1.03
H 2.55 -1.08 -0.41
*
```